45
Properties=species:S:1:pos:R:3:forces:R:3 method="wB97M-V/def2-TZVPD" charge=-2 homo_ev="-0.67 / -1.94" orbital_gap_ev="4.7050 / 5.9681" e_tot_ha=-1680.7656 largest_force_ha_per_bohr=0.006 e_lumo_ev="4.032 / 4.033" multiplicity=2
Ir 0.431 0.427 -1.006 -0.2 -0.2 -0.1
I 2.493 0.861 1.304 0.2 0.2 0.1
C 1.132 -0.243 2.445 -0.1 0.0 0.0
C 1.526 -0.491 3.731 0.0 0.0 0.0
C 0.677 -1.181 4.617 0.0 0.0 0.0
C -0.550 -1.582 4.187 0.0 0.0 0.0
C -0.980 -1.332 2.860 0.0 0.0 0.0
C -2.270 -1.752 2.468 0.0 0.0 0.0
C -2.691 -1.520 1.192 0.0 0.0 0.0
C -1.841 -0.888 0.267 0.0 0.0 0.0
C -0.560 -0.443 0.564 0.0 0.0 -0.1
C -0.129 -0.661 1.924 0.0 0.0 -0.1
H 2.493 -0.145 4.072 0.0 0.0 0.0
H 1.004 -1.373 5.632 0.0 0.0 0.0
H -1.229 -2.102 4.855 0.0 0.0 0.0
H -2.902 -2.251 3.194 0.0 0.0 0.0
H -3.680 -1.834 0.876 0.0 0.0 0.0
H -2.205 -0.751 -0.744 0.0 0.0 0.0
O -1.675 7.167 -1.539 -0.1 0.0 0.0
C -1.975 6.434 -0.579 0.2 0.1 0.1
O -2.628 6.692 0.454 -0.1 0.0 -0.1
C -1.419 4.987 -0.651 -0.1 0.0 -0.1
C -1.678 4.084 0.373 0.0 0.0 0.0
C -1.184 2.798 0.293 0.0 0.0 0.0
N -0.450 2.381 -0.745 0.0 0.0 0.0
C -0.181 3.242 -1.740 0.0 0.0 0.0
C -0.654 4.543 -1.723 0.0 0.0 0.0
C 0.679 2.699 -2.879 0.0 0.0 0.0
O 0.911 3.432 -3.834 0.0 0.0 0.0
O 1.097 1.499 -2.725 0.0 0.0 0.1
H -2.270 4.414 1.216 0.0 0.0 0.0
H -1.372 2.059 1.062 0.0 0.0 0.0
H -0.424 5.207 -2.543 0.0 0.0 0.0
C 1.024 -1.163 -1.496 0.0 -0.1 0.0
C 1.444 -2.416 -1.866 0.0 0.0 0.0
C 2.687 -2.953 -1.395 0.0 0.0 0.0
C 3.093 -4.211 -1.770 0.0 0.0 0.0
C 2.314 -5.009 -2.621 0.0 0.0 0.0
C 1.097 -4.495 -3.091 0.0 0.0 0.0
C 0.661 -3.243 -2.736 0.0 0.0 0.0
H 3.297 -2.347 -0.737 0.0 0.0 0.0
H 4.038 -4.590 -1.396 0.0 0.0 0.0
H 2.647 -5.998 -2.909 0.0 0.0 0.0
H 0.482 -5.098 -3.752 0.0 0.0 0.0
H -0.279 -2.855 -3.108 0.0 0.0 0.0